This record from the OMol25 dataset describes a single C21H27ClN2O5 molecule. The level of theory is wB97M-V/def2-TZVPD.

XYZ file:
```
56
Properties=species:S:1:pos:R:3:nbo_charge:R:1
C -7.70 3.30 -1.74 -0.25
O -7.05 2.23 -2.43 -0.52
C -5.72 2.12 -2.13 0.25
C -4.77 2.67 -2.99 0.05
C -5.22 3.42 -4.22 -0.66
C -3.43 2.51 -2.70 -0.19
C -3.01 1.81 -1.57 -0.14
C -1.54 1.67 -1.35 0.67
O -0.74 1.77 -2.27 -0.65
N -1.13 1.45 -0.08 -0.61
C 0.29 1.35 0.23 -0.22
C 0.84 -0.06 0.02 -0.42
C 2.36 -0.06 0.05 -0.05
O 2.81 0.64 -1.08 -0.56
C 4.20 0.88 -1.12 -0.07
C 4.50 1.55 -2.44 -0.24
N 4.21 0.61 -3.53 -0.67
C 3.96 1.26 -4.79 0.65
O 4.64 1.06 -5.76 -0.48
C 2.79 2.12 -4.80 -0.17
C 1.75 2.73 -4.73 0.11
C 0.48 3.43 -4.64 -0.33
C 0.43 4.79 -5.34 -0.42
C -1.07 4.98 -5.58 -0.07
O -1.68 3.69 -5.46 -0.54
C -0.66 2.71 -5.36 -0.05
C -3.96 1.24 -0.73 -0.21
C -5.30 1.40 -1.02 -0.07
Cl -6.48 0.65 0.02 0.01
H -8.74 3.29 -2.07 0.20
H -7.66 3.15 -0.66 0.18
H -7.24 4.26 -1.99 0.17
H -4.35 3.67 -4.84 0.24
H -5.91 2.81 -4.81 0.23
H -5.74 4.34 -3.96 0.22
H -2.68 2.93 -3.37 0.24
H -1.79 1.50 0.67 0.40
H 0.83 2.04 -0.43 0.23
H 0.44 1.67 1.26 0.19
H 0.46 -0.74 0.78 0.20
H 0.52 -0.42 -0.96 0.23
H 2.73 0.42 0.97 0.16
H 2.75 -1.09 0.05 0.18
H 4.50 1.52 -0.28 0.17
H 4.75 -0.07 -1.04 0.18
H 3.89 2.46 -2.50 0.19
H 5.55 1.83 -2.48 0.20
H 3.33 0.16 -3.28 0.38
H 0.20 3.52 -3.59 0.26
H 0.86 5.59 -4.74 0.22
H 0.98 4.74 -6.28 0.21
H -1.53 5.64 -4.84 0.18
H -1.27 5.39 -6.58 0.18
H -0.34 2.37 -6.35 0.17
H -1.05 1.86 -4.79 0.22
H -3.68 0.64 0.12 0.22
```

Results
**Gap between HOMO and LUMO**: 9.761 eV
**SMILES**: COc1c(C)cc(C(=O)NCCCOCCNC(=O)C#C[C@H]2CCOC2)cc1Cl
**DFT total energy**: -47953.227 eV
**Spin multiplicity**: 1


This record from the OMol25 dataset describes a molecular structure, C48H39BN16O2SSeSr. The level of theory is wB97M-V/def2-TZVPD.

XYZ file:
```
109
Properties=species:S:1:pos:R:3:mulliken_spin:R:1
Sr -0.18 -0.40 0.36 -0.01
C 3.19 0.41 3.81 0.00
C 2.60 0.67 2.57 0.00
N 1.76 -0.30 2.24 0.00
N 1.78 -1.20 3.26 0.00
C 2.65 -0.79 4.21 0.00
B 1.11 -2.56 3.03 0.00
N 1.63 -3.14 1.69 0.00
C 2.76 -3.87 1.57 0.00
C 3.12 -3.93 0.25 0.00
C 2.15 -3.15 -0.40 0.00
N 1.27 -2.67 0.47 0.00
N -0.48 -2.43 3.06 0.00
C -1.22 -2.77 4.13 0.00
C -2.56 -2.67 3.79 0.00
C -2.54 -2.26 2.46 0.00
N -1.29 -2.11 2.02 0.00
N 1.43 -3.58 4.13 0.00
C 1.19 -4.92 4.04 0.00
C 1.23 -5.45 5.30 0.00
C 1.48 -4.33 6.13 0.00
N 1.58 -3.22 5.42 0.00
H 3.92 1.01 4.33 0.00
H 2.77 1.49 1.89 0.00
H 2.81 -1.38 5.09 0.00
H 3.24 -4.29 2.44 0.00
H 3.96 -4.43 -0.19 0.00
H 2.07 -2.89 -1.44 0.00
H -0.76 -3.06 5.06 0.00
H -3.41 -2.89 4.42 0.00
H -3.37 -2.07 1.80 0.00
H 1.00 -5.39 3.09 0.00
H 1.11 -6.48 5.59 0.00
H 1.61 -4.30 7.20 0.00
O 3.77 4.90 -1.34 0.00
C 2.96 5.29 -0.44 0.00
O 3.02 6.25 0.32 0.00
C 1.77 4.34 -0.31 0.00
C 1.29 3.96 0.93 0.00
C 0.40 2.91 1.02 0.01
N 0.00 2.22 -0.07 0.00
C 0.39 2.65 -1.27 0.00
C 1.23 3.73 -1.43 0.00
C -0.02 1.83 -2.46 0.00
C 0.26 2.26 -3.75 0.00
C -0.10 1.47 -4.83 0.00
C -0.74 0.26 -4.59 0.00
C -0.97 -0.09 -3.27 0.00
N -0.63 0.66 -2.22 0.00
C -0.11 2.42 2.34 0.01
C 0.28 3.00 3.54 0.00
C -0.17 2.47 4.73 0.00
C -1.02 1.37 4.70 0.00
C -1.38 0.87 3.47 -0.01
N -0.95 1.38 2.31 0.00
H 1.67 4.49 1.80 0.00
H 1.57 4.06 -2.40 0.00
H 0.76 3.19 -3.94 0.00
H 0.12 1.80 -5.84 0.00
H -1.05 -0.39 -5.39 0.00
H -1.46 -1.03 -3.04 0.00
H 0.96 3.84 3.55 0.00
H 0.15 2.89 5.67 0.00
H -1.39 0.91 5.61 0.00
H -2.04 0.01 3.40 0.00
N -5.03 -0.49 -0.86 0.18
C -5.69 0.68 -0.52 0.14
C -7.05 0.83 -0.80 -0.04
C -7.69 1.99 -0.43 0.07
C -7.00 3.02 0.22 0.02
C -5.66 2.88 0.50 0.01
C -4.99 1.71 0.13 0.06
S -3.31 1.57 0.44 0.44
N -2.92 0.06 -0.02 0.13
C -3.74 -0.78 -0.58 0.00
C -3.24 -2.15 -0.89 -0.02
C -4.10 -3.23 -1.02 0.00
C -3.55 -4.48 -1.27 0.00
C -2.18 -4.59 -1.38 0.00
C -1.40 -3.46 -1.21 0.00
N -1.91 -2.26 -0.97 0.00
H -5.56 -1.19 -1.38 -0.01
H -7.59 0.03 -1.30 0.00
H -8.74 2.11 -0.65 0.00
H -7.52 3.93 0.50 0.00
H -5.11 3.68 0.99 0.00
H -5.17 -3.13 -0.88 0.00
H -4.20 -5.34 -1.37 0.00
H -1.71 -5.55 -1.57 0.00
H -0.32 -3.52 -1.25 0.00
C 2.97 -0.75 -3.99 0.00
N 3.30 0.62 -3.67 0.00
C 3.35 1.18 -2.42 0.00
Se 2.97 0.29 -0.84 0.00
N 3.74 2.45 -2.57 0.00
C 3.91 2.74 -3.92 0.00
C 4.24 3.93 -4.56 0.00
C 4.30 3.89 -5.94 0.00
C 4.03 2.71 -6.65 0.00
C 3.70 1.53 -6.01 0.00
C 3.64 1.58 -4.62 0.00
H 2.78 -1.27 -3.05 0.00
H 3.79 -1.22 -4.51 0.00
H 2.07 -0.78 -4.61 0.00
H 3.79 3.24 -1.87 0.00
H 4.45 4.82 -3.98 0.00
H 4.56 4.78 -6.49 0.00
H 4.10 2.72 -7.73 0.00
H 3.50 0.62 -6.56 0.00
```

Results
**Gap between HOMO and LUMO (spin up / spin down)**: 4.943 / 2.948 eV
**DFT total energy**: -156041.276 eV
**Spin multiplicity**: 2
**Total charge**: +1


This record from the OMol25 dataset describes 16 unconnected molecules or ions with the total composition C69H179BrN11O31. The level of theory is wB97M-V/def2-TZVPD.

XYZ file:
```
291
Properties=species:S:1:pos:R:3:lowdin_charge:R:1
C 9.23 4.52 14.12 -0.08
O 9.52 4.64 12.91 -0.20
C 10.20 5.69 11.97 -0.04
C 10.75 4.96 10.76 -0.12
N 12.06 4.22 10.72 0.08
H 12.75 4.87 10.33 0.18
H 12.39 3.99 11.67 0.19
C 12.02 2.98 9.76 -0.02
C 12.21 3.29 8.24 -0.27
O 10.99 3.54 7.81 -0.19
C 10.85 3.85 6.41 -0.04
H 8.19 4.11 14.36 0.10
H 8.73 7.28 14.70 -0.08
H 9.96 4.71 15.04 0.09
H 10.96 6.22 12.56 0.13
H 9.37 6.27 11.62 0.12
H 10.87 5.72 9.93 0.16
H 9.92 4.26 10.45 0.15
H 11.04 2.54 9.87 0.13
H 12.81 2.39 10.24 0.14
H 12.73 2.41 7.78 0.16
H 12.78 4.20 8.03 0.14
H 11.75 4.23 5.99 0.08
H 10.08 4.63 6.29 0.10
H 10.55 3.04 5.76 0.09
C 6.15 -8.60 -9.37 -0.08
O 5.65 -7.31 -9.08 -0.21
C 6.59 -6.33 -9.56 -0.16
C 6.02 -4.96 -9.01 -0.07
N 5.71 -5.16 -7.56 0.04
H 5.16 -6.04 -7.53 0.17
H 6.57 -5.28 -7.03 0.19
C 4.87 -4.05 -6.96 -0.08
C 4.16 -4.41 -5.61 -0.18
O 3.29 -5.54 -5.82 -0.20
C 2.57 -5.99 -4.66 -0.06
H 6.26 -8.73 -10.43 0.09
H 5.47 -9.35 -9.03 0.09
H 7.16 -8.82 -8.98 0.10
H 6.59 -6.38 -10.65 0.14
H 7.64 -6.42 -9.15 0.15
H 5.09 -4.65 -9.45 0.13
H 6.77 -4.18 -9.11 0.13
H 4.09 -3.77 -7.66 0.13
H 5.63 -3.18 -6.86 0.16
H 3.64 -3.53 -5.15 0.10
H 4.95 -4.72 -4.91 0.12
H 3.19 -6.20 -3.80 0.09
H 1.93 -6.74 -4.96 0.07
H 1.93 -5.14 -4.38 0.09
C -0.92 -5.90 7.35 -0.06
O -0.19 -5.09 6.46 -0.24
C 0.89 -5.63 5.78 -0.17
C 0.50 -6.29 4.43 -0.05
N 0.75 -5.42 3.23 0.01
H 0.21 -4.46 3.24 0.09
H 1.73 -5.13 3.21 0.13
C 0.59 -6.15 1.95 -0.09
C 1.75 -5.68 1.01 -0.17
O 2.90 -5.34 1.77 -0.21
C 3.69 -6.47 2.21 -0.06
H -1.53 -6.63 6.85 0.09
H -1.64 -5.23 7.85 0.10
H -0.39 -6.27 8.24 0.11
H 1.34 -6.37 6.44 0.14
H 1.56 -4.79 5.66 0.11
H -0.59 -6.43 4.35 0.15
H 1.00 -7.22 4.25 0.11
H -0.45 -5.96 1.61 0.13
H 0.80 -7.22 2.26 0.13
H 1.41 -4.84 0.45 0.10
H 1.96 -6.39 0.21 0.13
H 4.14 -6.29 3.19 0.09
H 4.53 -6.65 1.53 0.10
H 3.10 -7.41 2.32 0.10
C -6.35 3.65 -3.30 -0.04
O -5.43 2.85 -2.53 -0.19
C -5.43 3.36 -1.24 -0.21
C -6.69 2.76 -0.55 -0.10
N -6.76 1.33 -0.87 0.05
H -6.90 1.07 -1.81 0.08
H -5.82 1.00 -0.59 0.11
C -7.93 0.63 -0.22 -0.05
C -9.24 1.24 -0.78 -0.24
O -9.17 1.47 -2.13 -0.22
C -10.45 1.97 -2.62 -0.04
H -7.36 3.23 -3.10 0.09
H -6.03 3.66 -4.35 0.11
H -6.32 4.65 -2.88 0.09
H -5.44 4.45 -1.18 0.12
H -4.51 3.01 -0.74 0.12
H -7.56 3.26 -0.96 0.12
H -6.73 3.01 0.50 0.14
H -7.98 0.86 0.82 0.12
H -7.82 -0.42 -0.45 0.12
H -9.44 2.22 -0.29 0.14
H -10.10 0.57 -0.53 0.15
H -10.55 3.06 -2.40 0.10
H -11.28 1.43 -2.08 0.11
H -10.51 1.87 -3.73 0.10
C 1.96 1.77 1.46 -0.10
O 0.80 2.08 0.71 -0.20
C 0.92 1.76 -0.67 -0.17
C 0.46 0.32 -1.02 -0.12
N -0.91 -0.02 -0.49 0.05
H -1.00 -1.03 -0.82 0.15
H -1.01 -0.03 0.56 0.15
C -2.11 0.70 -1.13 -0.08
C -2.19 0.50 -2.60 -0.22
O -2.26 -0.87 -2.84 -0.23
C -1.77 -1.25 -4.08 -0.10
H 1.76 2.00 2.53 0.08
H 2.81 2.42 1.14 0.10
H 2.25 0.70 1.44 0.09
H 1.94 1.88 -0.94 0.11
H 0.31 2.41 -1.29 0.12
H 1.09 -0.52 -0.67 0.13
H 0.27 0.20 -2.13 0.04
H -1.99 1.72 -0.85 0.12
H -2.94 0.20 -0.59 0.12
H -1.35 1.04 -3.14 0.15
H -3.16 0.92 -2.94 0.12
H -1.99 -2.34 -4.21 0.10
H -0.69 -1.07 -4.08 0.01
H -2.29 -0.70 -4.91 0.11
C -2.63 -1.38 9.17 -0.06
O -2.24 -2.04 7.97 -0.21
C -2.44 -1.25 6.80 -0.21
C -1.77 -2.03 5.70 -0.08
N -0.42 -2.44 6.26 0.06
H -0.60 -2.94 7.16 0.16
H 0.06 -3.08 5.62 0.12
C 0.41 -1.22 6.55 -0.08
C 1.88 -1.50 6.91 -0.20
O 2.44 -2.24 5.84 -0.21
C 3.83 -2.60 6.18 -0.05
H -3.66 -1.69 9.57 0.13
H -2.67 -0.28 9.07 0.09
H -1.87 -1.51 9.89 0.07
H -1.94 -0.27 6.92 0.11
H -3.51 -1.07 6.61 0.15
H -1.47 -1.48 4.81 0.12
H -2.29 -2.94 5.42 0.14
H -0.06 -0.56 7.29 0.13
H 0.48 -0.71 5.60 0.13
H 1.92 -2.04 7.86 0.13
H 2.43 -0.57 6.98 0.13
H 4.48 -1.70 6.42 0.11
H 4.32 -3.11 5.37 0.08
H 3.81 -3.25 7.01 0.07
C 6.16 4.55 -6.41 -0.09
O 5.66 3.55 -7.24 -0.18
C 6.01 2.27 -6.95 -0.23
C 5.31 1.67 -5.72 -0.08
N 3.91 1.28 -6.07 0.05
H 3.89 0.66 -6.89 0.16
H 3.50 0.72 -5.34 -0.06
C 2.92 2.41 -6.35 -0.07
C 1.72 1.86 -7.05 -0.25
O 2.13 1.33 -8.26 -0.19
C 1.70 2.06 -9.44 -0.06
H 6.01 5.52 -6.88 0.10
H 7.20 4.38 -6.15 0.10
H 5.63 4.60 -5.43 0.09
H 7.08 2.09 -6.90 0.14
H 5.71 1.69 -7.81 0.13
H 5.23 2.34 -4.88 0.13
H 5.84 0.79 -5.41 0.13
H 3.41 3.14 -6.99 0.13
H 2.73 2.86 -5.41 0.13
H 0.97 2.68 -7.13 0.15
H 1.20 1.15 -6.46 0.09
H 0.64 2.02 -9.64 0.09
H 2.26 1.59 -10.33 0.13
H 1.98 3.09 -9.37 0.08
C -7.90 -3.23 1.17 -0.07
O -6.64 -3.14 0.44 -0.20
C -6.61 -4.23 -0.48 -0.19
C -5.14 -4.26 -0.95 -0.04
N -4.70 -2.81 -1.37 0.06
H -5.00 -2.22 -0.65 0.12
H -3.64 -2.83 -1.34 0.09
C -5.28 -2.33 -2.66 -0.07
C -5.39 -0.81 -2.73 -0.16
O -6.69 -0.27 -3.01 -0.22
C -7.03 -0.50 -4.41 -0.02
H -7.93 -4.04 1.89 0.09
H -8.77 -3.48 0.57 0.09
H -8.12 -2.32 1.70 0.08
H -7.38 -4.08 -1.23 0.13
H -6.73 -5.16 0.05 0.13
H -4.80 -4.94 -1.75 0.13
H -4.49 -4.48 -0.12 0.12
H -6.24 -2.74 -2.69 0.11
H -4.54 -2.60 -3.39 0.13
H -4.70 -0.45 -3.54 0.13
H -5.14 -0.41 -1.71 0.12
H -8.11 -0.40 -4.51 0.11
H -6.76 -1.47 -4.79 0.09
H -6.51 0.21 -5.01 0.08
C 0.58 11.98 -1.08 -0.11
O 1.12 13.11 -0.52 -0.18
C 2.22 13.67 -1.16 -0.22
C 1.76 14.69 -2.15 -0.08
N 0.63 15.50 -1.54 0.08
H 0.06 15.88 -2.30 0.17
H 0.16 14.79 -0.98 0.15
C 0.93 16.69 -0.62 -0.07
C -0.30 17.21 0.04 -0.21
O -1.25 17.36 -1.00 -0.20
C -2.46 17.98 -0.62 -0.07
H -0.41 11.79 -0.79 0.07
H 1.25 11.10 -0.88 0.11
H 0.46 12.01 -2.22 0.12
H 2.85 12.96 -1.69 0.14
H 2.85 14.15 -0.40 0.14
H 1.45 14.18 -3.07 0.14
H 2.57 15.34 -2.48 0.14
H 1.38 17.42 -1.30 0.15
H 1.71 16.39 0.07 0.14
H -0.03 18.10 0.59 0.14
H -0.70 16.55 0.80 0.13
H -2.29 18.88 0.00 0.11
H -3.11 17.27 -0.07 0.10
H -2.88 18.28 -1.59 0.11
C -0.61 -13.56 -4.92 -0.06
O -1.96 -13.38 -5.27 -0.21
C -2.81 -14.37 -4.96 -0.27
C -4.03 -14.52 -5.88 -0.05
N -5.08 -13.40 -5.64 0.09
H -5.77 -13.37 -6.36 0.16
H -5.60 -13.65 -4.79 0.18
C -4.57 -11.91 -5.51 -0.06
C -3.91 -11.43 -6.76 -0.23
O -3.46 -10.09 -6.59 -0.18
C -2.11 -9.93 -6.02 -0.05
H -0.47 -13.42 -3.86 0.09
H -0.06 -12.77 -5.46 0.10
H -0.24 -14.57 -5.18 0.11
H -3.25 -14.19 -3.93 0.15
H -2.47 -15.42 -4.92 0.15
H -4.51 -15.51 -5.70 0.15
H -3.72 -14.49 -6.95 0.15
H -3.73 -11.89 -4.86 0.10
H -5.45 -11.29 -5.16 0.16
H -4.57 -11.44 -7.63 0.14
H -2.95 -11.99 -6.94 0.13
H -1.96 -10.07 -4.98 0.07
H -1.90 -8.87 -6.30 0.11
H -1.46 -10.63 -6.59 0.09
C -5.19 6.71 2.40 -0.07
O -4.14 6.17 3.23 -0.18
C -2.98 6.21 2.44 -0.22
C -1.89 5.51 3.27 -0.06
N -2.33 4.08 3.55 0.02
H -3.19 4.16 4.18 0.19
H -2.71 3.62 2.67 0.10
C -1.39 3.25 4.21 -0.15
C -1.27 3.54 5.66 -0.23
O -2.49 3.97 6.16 -0.20
C -2.54 4.64 7.43 -0.04
H -4.85 7.68 2.02 0.09
H -6.11 6.79 3.03 0.12
H -5.37 6.07 1.57 0.06
H -2.69 7.29 2.32 0.14
H -3.14 5.79 1.45 0.12
H -1.69 5.94 4.24 0.13
H -0.90 5.50 2.79 0.14
H -0.44 3.28 3.77 0.12
H -1.84 2.30 4.13 0.12
H -0.49 4.28 5.90 0.13
H -0.94 2.56 6.13 0.14
H -1.56 5.02 7.63 0.08
H -2.82 3.89 8.19 0.10
H -3.28 5.45 7.42 0.10
Br 2.13 -0.75 -4.04 -0.26
O -0.55 -4.21 -2.34 0.07
C -1.87 -3.96 -2.12 -0.68
O -2.05 -3.02 -1.17 -0.16
O -2.79 -4.46 -2.78 0.03
H -0.12 -3.64 -1.62 0.13
O -1.48 -3.92 1.45 0.01
C -1.00 -2.82 2.25 -0.67
O -0.65 -3.28 3.38 -0.06
O -0.99 -1.65 1.84 0.02
H -1.54 -3.61 0.51 0.06
O -4.52 1.72 3.03 0.07
C -4.15 1.76 1.71 -0.71
O -3.22 2.63 1.54 -0.05
O -4.63 0.97 0.88 -0.03
H -5.37 1.22 3.08 0.13
```

Results
**Gap between HOMO and LUMO**: 5.270 eV
**DFT total energy**: -224282.083 eV
**Spin multiplicity**: 1
**Total charge**: +7


Q: What is the DFT total energy in the third record?
A: -224282.083 eV


Q: Among the records above, which one has the highest spin multiplicity?
A: C48H39BN16O2SSeSr


Q: The highest DFT total energy belongs to which entry?
A: C21H27ClN2O5